[1]
DFT (ωB97M-V/def2-TZVPD) results for C23H50CsN5O3Se3Si3 as an isolated structure at a distorted geometry.

HOMO-LUMO gap = 4.57 eV
net charge = -2
electronic energy = -258478.1145 eV
ΔE to the lowest compared entry with this formula, charge and spin = 0.000 eV
lowest unoccupied orbital energy = 2.790 eV

Cartesian coordinates (Å):
Cs: -0.578 1.053 -2.070
N: 1.034 3.221 -0.003
C: 0.653 2.599 1.250
C: 1.569 1.470 1.676
C: 1.851 0.373 0.719
N: 0.655 -0.384 0.377
H: 2.028 3.221 -0.079
H: 0.705 4.181 -0.112
H: -0.288 2.030 1.068
H: 0.631 3.309 2.095
H: 1.044 1.132 2.558
H: 2.526 1.895 1.928
H: 2.611 -0.309 1.138
H: 2.210 0.772 -0.208
H: -0.017 -0.546 1.079
H: 0.841 -1.264 -0.058
C: 4.453 -0.658 -2.073
O: 3.322 -1.353 -1.597
Si: 3.302 -3.008 -1.142
C: 4.803 -3.236 0.057
C: 3.884 -3.804 -2.818
C: 1.648 -3.553 -0.624
Si: 1.453 -4.301 1.074
C: 2.330 -6.013 1.129
C: 1.934 -3.220 2.494
C: -0.354 -4.600 1.457
Si: 0.350 -3.757 -1.860
C: 0.081 -5.548 -2.377
C: -1.363 -3.190 -1.552
C: 0.850 -2.877 -3.526
H: 4.632 -0.849 -3.155
H: 5.377 -0.912 -1.542
H: 4.297 0.466 -1.920
H: 5.723 -3.201 -0.485
H: 4.730 -4.146 0.687
H: 4.868 -2.392 0.806
H: 4.237 -3.117 -3.571
H: 3.008 -4.321 -3.231
H: 4.680 -4.483 -2.529
H: 3.392 -6.019 0.891
H: 2.072 -6.711 0.328
H: 2.118 -6.604 2.067
H: 2.953 -3.454 2.824
H: 1.250 -3.271 3.289
H: 2.025 -2.201 1.977
H: -0.970 -5.046 0.687
H: -0.848 -3.712 1.837
H: -0.410 -5.377 2.252
H: -0.665 -5.725 -3.230
H: -0.372 -6.223 -1.636
H: 1.052 -5.946 -2.666
H: -2.039 -3.965 -1.057
H: -1.857 -2.985 -2.504
H: -1.380 -2.199 -1.101
H: 1.274 -3.572 -4.199
H: 1.518 -2.116 -3.274
H: -0.027 -2.455 -4.018
O: -2.405 6.793 -3.265
C: -3.364 5.963 -2.665
C: -2.822 5.009 -1.663
C: -2.524 5.836 -0.387
O: -1.663 5.277 0.617
C: -1.480 4.460 -2.177
Se: -1.481 3.665 -4.044
C: -3.829 3.896 -1.440
Se: -3.340 2.463 -0.178
H: -2.050 6.198 -3.924
H: -3.816 5.312 -3.420
H: -4.196 6.552 -2.279
H: -3.492 6.175 0.058
H: -2.080 6.782 -0.670
H: -1.911 4.303 0.607
H: -1.141 3.632 -1.594
H: -0.653 5.163 -2.195
H: -4.057 3.369 -2.368
H: -4.781 4.280 -1.177
Se: -6.096 3.594 6.525
N: -5.858 3.445 4.727
C: -4.625 2.968 4.555
C: -3.940 2.829 3.261
C: -2.688 2.326 3.336
C: -2.061 1.958 4.605
N: -2.654 2.064 5.745
C: -3.925 2.614 5.720
N: -4.512 2.850 6.856
H: -4.290 3.101 2.288
H: -2.098 2.276 2.445
H: -0.973 1.749 4.577

=====

[2]
DFT (ωB97M-V/def2-TZVPD) results for a 5-piece molecular cluster, C23H50O14P overall at a distorted geometry.

HOMO-LUMO gap = 5.58 eV
net charge = -1
electronic energy = -62612.5617 eV
lowest unoccupied orbital energy = 1.983 eV

Cartesian coordinates (Å):
C: -6.637 -1.388 1.570
C: -6.140 -1.211 0.044
C: -4.885 -2.137 -0.304
C: -3.766 -1.379 -1.180
P: -2.122 -1.258 -0.162
C: -0.590 -0.939 0.982
C: -0.943 0.059 2.170
O: -1.565 1.306 1.752
C: -2.908 1.382 2.148
O: -3.332 1.973 3.148
H: -5.849 -0.964 2.279
H: -6.854 -2.474 1.824
H: -7.574 -0.758 1.736
H: -7.005 -1.439 -0.654
H: -5.916 -0.096 -0.081
H: -4.469 -2.573 0.666
H: -5.237 -3.022 -0.947
H: -3.587 -1.847 -2.198
H: -4.152 -0.313 -1.363
H: -2.095 0.160 -0.482
H: -1.291 -1.515 -1.325
H: -2.116 -2.685 0.110
H: -2.952 -1.081 1.021
H: 0.308 -0.605 0.349
H: -0.286 -1.968 1.399
H: -1.563 -0.513 2.934
H: 0.050 0.343 2.670
H: -3.678 0.806 1.524
C: 6.961 0.405 0.103
C: 5.939 -0.687 -0.151
O: 4.656 -0.312 0.359
C: 3.958 0.540 -0.407
O: 4.312 0.994 -1.468
O: 2.810 0.818 0.222
C: 2.003 1.788 -0.447
H: 6.980 0.673 1.163
H: 7.959 0.079 -0.198
H: 6.716 1.315 -0.449
H: 6.236 -1.594 0.379
H: 5.876 -0.942 -1.213
H: 1.829 1.511 -1.488
H: 2.475 2.771 -0.385
H: 1.040 1.832 0.061
C: -2.726 4.921 3.864
C: -1.975 6.227 4.035
O: -2.512 7.247 3.180
C: -3.638 7.827 3.611
O: -4.219 7.580 4.638
O: -4.026 8.722 2.687
C: -5.269 9.354 2.983
H: -2.752 4.628 2.813
H: -2.253 4.125 4.441
H: -3.764 5.014 4.193
H: -0.933 6.089 3.740
H: -1.973 6.557 5.078
H: -5.264 9.790 3.983
H: -6.085 8.637 2.880
H: -5.416 10.155 2.258
C: 11.022 -4.392 3.773
C: 9.737 -4.907 3.153
O: 9.133 -3.909 2.322
C: 9.676 -3.766 1.106
O: 10.601 -4.399 0.661
O: 9.028 -2.776 0.474
C: 9.568 -2.459 -0.808
H: 10.845 -3.448 4.294
H: 11.426 -5.118 4.481
H: 11.779 -4.197 3.010
H: 9.017 -5.134 3.942
H: 9.902 -5.831 2.593
H: 9.649 -3.347 -1.436
H: 10.542 -1.979 -0.691
H: 8.891 -1.755 -1.292
C: -5.573 -4.151 -7.539
C: -6.301 -2.918 -7.039
O: -5.684 -2.405 -5.855
C: -4.570 -1.683 -6.052
O: -4.068 -1.430 -7.121
O: -4.099 -1.312 -4.856
C: -2.859 -0.606 -4.915
H: -5.487 -4.895 -6.743
H: -6.104 -4.596 -8.384
H: -4.558 -3.909 -7.860
H: -7.325 -3.184 -6.768
H: -6.362 -2.146 -7.810
H: -2.917 0.241 -5.601
H: -2.058 -1.286 -5.211
H: -2.641 -0.227 -3.917

=====

[3]
DFT (ωB97M-V/def2-TZVPD) results for a 3-piece molecular cluster, C23H51IN3OPS overall at a distorted geometry.

HOMO-LUMO gap = 7.77 eV
SMILES = CNC[PH2](CCCCSc1nnco1)C[C@H](C)I.CCCCCC.CCCCCC
electronic energy = -59417.9864 eV
lowest unoccupied orbital energy = 0.490 eV

Cartesian coordinates (Å):
C: 5.354 -0.266 1.541
N: 4.703 -1.550 1.305
C: 3.311 -1.669 1.695
P: 2.119 -0.923 0.395
C: 0.615 -1.245 1.458
C: -0.566 -1.988 0.830
C: -1.656 -2.355 1.851
C: -2.795 -1.361 2.019
S: -2.377 0.242 2.767
C: -2.015 1.148 1.324
N: -2.545 1.019 0.134
N: -1.973 2.019 -0.647
C: -1.174 2.669 0.143
O: -1.126 2.167 1.397
C: 1.144 -0.110 -1.064
C: 1.065 -0.865 -2.395
C: 0.545 -2.296 -2.317
I: 2.980 -0.805 -3.392
H: 6.401 -0.422 1.813
H: 5.341 0.408 0.677
H: 4.859 0.249 2.363
H: 4.839 -1.851 0.348
H: 3.163 -1.139 2.643
H: 3.074 -2.728 1.868
H: 2.795 0.317 0.576
H: 2.713 -1.829 -0.543
H: 0.317 -0.273 1.857
H: 0.956 -1.839 2.310
H: -1.024 -1.421 0.020
H: -0.189 -2.922 0.406
H: -2.130 -3.287 1.528
H: -1.194 -2.571 2.819
H: -3.296 -1.157 1.075
H: -3.536 -1.773 2.707
H: -0.562 3.522 -0.108
H: 1.670 0.831 -1.247
H: 0.121 0.167 -0.793
H: 0.416 -0.314 -3.073
H: 0.950 -2.851 -1.475
H: 0.774 -2.847 -3.228
H: -0.542 -2.270 -2.201
C: -0.113 9.598 1.337
C: 0.700 9.295 0.083
C: -0.157 9.074 -1.163
C: -1.127 7.894 -1.075
C: -0.469 6.548 -0.779
C: 0.527 6.105 -1.848
H: -0.776 8.772 1.599
H: 0.539 9.778 2.193
H: -0.730 10.488 1.194
H: 1.333 8.421 0.261
H: 1.383 10.126 -0.110
H: 0.499 8.946 -2.028
H: -0.736 9.982 -1.360
H: -1.672 7.820 -2.020
H: -1.881 8.096 -0.310
H: -1.258 5.794 -0.692
H: 0.030 6.581 0.195
H: 0.041 6.031 -2.823
H: 0.952 5.127 -1.614
H: 1.358 6.805 -1.938
C: -3.415 -7.585 0.647
C: -2.444 -6.446 0.940
C: -2.212 -5.521 -0.253
C: -1.599 -6.192 -1.483
C: -0.260 -6.886 -1.234
C: 0.818 -5.931 -0.733
H: -3.044 -8.238 -0.144
H: -3.573 -8.202 1.532
H: -4.386 -7.197 0.332
H: -1.491 -6.858 1.284
H: -2.832 -5.851 1.771
H: -1.572 -4.691 0.062
H: -3.167 -5.070 -0.544
H: -1.461 -5.428 -2.256
H: -2.305 -6.914 -1.900
H: 0.070 -7.346 -2.169
H: -0.384 -7.705 -0.521
H: 0.969 -5.119 -1.447
H: 1.773 -6.441 -0.598
H: 0.545 -5.490 0.228